Entry 1:
Density functional theory data (ωB97M-V/def2-TZVPD) for C4H6KLiO2 as an isolated structure.

```
14
Properties=species:S:1:pos:R:3:mulliken_charge:R:1
K 2.1232 1.4282 3.4986 0.471
O -0.3632 1.8108 0.4788 -0.291
O -2.4932 -0.5951 -1.4798 -0.496
C -0.1193 0.5925 1.1168 -0.295
C -0.3571 -1.5020 -1.5044 -0.769
C -1.7482 -1.6882 -1.3018 -0.041
C 0.7251 -0.3461 0.5277 -0.516
Li 1.3841 2.7986 0.1838 0.254
H -0.8104 1.6703 -0.3653 0.312
H -0.0509 -0.7108 -2.2207 0.261
H -0.9918 0.2518 1.6815 0.338
H 0.2732 -2.3931 -1.6008 0.354
H 0.8416 -1.3067 1.0439 0.312
H 1.5868 -0.0105 -0.0582 0.105
```

- molecular weight (g/mol) = 132.1
- gap between HOMO and LUMO (alpha / beta) (eV) = 4.9621 / 3.8757
- HOMO energy (alpha / beta) (eV) = -6.0426 / -4.9607
- LUMO level (alpha / beta) (eV) = -1.08 / -1.08



Entry 2:
Density functional theory data (ωB97M-V/def2-TZVPD) for a 3-piece molecular cluster, C3H8NOS2 overall.

```
15
Properties=species:S:1:pos:R:3:mulliken_charge:R:1
S -0.9161 -4.9194 -1.1834 -0.297
S -0.5073 -3.4600 -2.5552 -0.698
O 1.7666 4.1001 2.4598 -0.403
N -1.4071 -0.8124 -0.4026 -0.481
C -0.8468 0.4638 -0.1539 -0.138
C 0.3393 0.9024 -0.5453 -0.568
C 2.0895 2.9516 2.2649 0.019
H -2.2067 -5.1862 -1.4649 0.063
H -2.1599 -0.7115 -1.0801 0.260
H 0.8450 1.7305 -0.0763 0.098
H 0.8123 0.3261 -1.3325 0.237
H -1.4771 1.0096 0.5465 0.327
H 2.0071 2.6049 1.2298 0.161
H 2.4048 2.4231 3.1802 0.264
H -0.7435 -1.4228 -0.8869 0.157
```

- molecular weight (g/mol) = 138.2
- gap between HOMO and LUMO (eV) = 5.1528
- HOMO energy (eV) = -2.4105
- net charge = -1
- LUMO level (eV) = 2.74



Entry 3:
Density functional theory data (ωB97M-V/def2-TZVPD) for one molecule with the formula C6H8N2.

```
16
Properties=species:S:1:pos:R:3:mulliken_charge:R:1
N 0.8646 0.8029 1.0189 -0.621
N 0.4851 0.4636 -1.4182 -0.389
C 1.0179 -0.0256 -0.2018 1.368
C 0.0102 -0.1306 0.9840 -0.124
C -1.1372 -0.4885 1.7963 -1.156
C 2.3433 -0.7147 -0.3139 -1.218
C -0.6512 0.8200 -1.4805 0.891
C -1.8794 1.1667 -1.7317 -1.172
H 3.0491 -0.1017 -0.8814 0.341
H 2.7843 -0.9262 0.6648 0.342
H -1.6089 0.4092 2.2110 0.317
H -0.8285 -1.1244 2.6314 0.339
H -1.8697 -1.0684 1.2302 0.286
H -2.2422 1.1893 -2.7519 0.260
H 2.2282 -1.6741 -0.8275 0.281
H -2.5658 1.4025 -0.9297 0.257
```

- molecular weight (g/mol) = 108.1
- SMILES = C=C=N[C@@]1(C)N=C1C
- gap between HOMO and LUMO (eV) = 8.3534
- HOMO energy (eV) = -7.9296
- LUMO level (eV) = 0.42



Entry 4:
Density functional theory data (ωB97M-V/def2-TZVPD) for a 2-piece molecular cluster, C2H4Br2S overall.

```
9
Properties=species:S:1:pos:R:3:mulliken_charge:R:1
Br 2.0889 0.9706 0.5580 -0.028
Br -1.6194 1.4400 -0.3473 -0.098
S -0.9300 -1.7010 0.1032 -0.017
C -1.4960 -0.1918 0.7774 -0.502
C 1.6717 -0.0180 -0.9750 -0.744
H -0.8234 0.2267 1.6892 0.278
H 1.9124 -1.0041 -1.0650 0.449
H -2.5870 -0.1866 1.1608 0.321
H 1.7828 0.4642 -1.9013 0.340
```

- molecular weight (g/mol) = 219.9
- gap between HOMO and LUMO (alpha / beta) (eV) = 9.0530 / 6.4561
- HOMO energy (alpha / beta) (eV) = -9.6334 / -8.8348
- LUMO level (alpha / beta) (eV) = -0.58 / -2.38



Entry 5:
Density functional theory data (ωB97M-V/def2-TZVPD) for C22H34FHoN5O8 as an isolated structure.

```
71
Properties=species:S:1:pos:R:3:mulliken_charge:R:1
Ho -0.1596 -0.6527 -0.5555 0.715
F 1.6995 -7.3960 -0.4257 -0.352
O 1.8184 0.2579 0.7669 -0.401
O -0.0685 -0.9050 -3.3788 -0.738
O -1.2220 -2.1376 -1.6736 -0.556
O 0.0068 -0.3026 3.3902 -0.890
O 1.2230 -2.3105 0.0494 -0.551
O 0.8873 1.3929 -2.8271 -0.595
O -0.8838 -1.2745 1.5349 -0.684
O -1.2381 1.6081 2.0701 -0.615
N 0.2652 1.4149 -1.5765 0.663
N 3.1012 -10.5274 3.4399 -0.080
N -0.6400 1.4953 0.8358 0.350
N 2.5592 -3.6853 3.6143 0.267
N 2.2376 -8.2535 2.2015 0.160
C 0.4723 3.8651 -1.8250 -1.496
C 1.7751 -2.5631 3.5781 0.094
C 1.9201 -4.1917 1.3107 0.235
C -0.4843 2.6877 0.2338 0.359
C 1.0687 -2.2118 2.4461 -0.373
C 3.6064 -10.2426 2.0812 -0.763
C -0.7769 3.9971 0.8888 -1.490
C 1.3943 -2.8634 1.1929 0.647
C 1.6572 -8.6085 3.4862 -0.862
C 2.5589 -9.3865 1.3626 -0.669
C 3.2766 -4.0205 4.7794 -0.224
C -2.6134 -0.2283 -1.0416 -0.992
C 2.6672 -5.9623 2.8109 -0.715
C 0.0652 2.6435 -1.0866 0.170
C 3.6565 -2.9645 5.7665 -0.811
C 1.9742 -6.4674 0.5487 0.424
C -0.0302 -1.1899 2.4889 0.302
C 2.6898 -9.3908 4.2899 -0.594
C 1.7851 -5.1307 0.2578 -0.911
C 2.5628 -3.9277 6.0937 -0.527
C 2.4206 -4.6119 2.5633 0.547
C 2.3341 -6.9250 1.8345 -0.372
H 0.5885 0.4737 -3.1651 0.519
H -0.7049 -1.5770 -2.7775 0.394
H 3.7887 -11.0861 3.9341 0.351
H 3.0326 -6.2880 3.7812 0.191
H 1.7119 -1.9553 4.4799 0.771
H -3.1798 -0.8061 -1.7555 0.332
H -0.3155 4.6226 -1.7985 0.366
H 0.7090 3.6227 -2.8610 0.410
H 0.7475 -9.2277 3.3338 0.267
H 3.5851 -8.7964 4.4938 0.385
H 3.3897 -1.9329 5.5487 0.227
H 1.4800 -4.7989 -0.7219 0.590
H 2.9407 -9.0400 0.3983 0.449
H 2.2593 -11.0872 3.3023 0.405
H 1.5355 -3.5391 6.0818 0.264
H 2.2763 -9.7680 5.2299 0.379
H 1.3621 -7.6927 4.0139 0.528
H 4.6050 -3.1285 6.2848 0.280
H -3.0068 -0.4132 -0.0108 0.212
H -0.5490 -0.7175 -4.2060 0.290
H 2.7436 0.3476 0.4676 0.213
H 1.3665 4.3100 -1.3705 0.322
H -1.6667 4.4669 0.4351 0.312
H -2.7217 0.8732 -1.2161 0.127
H 2.7894 -4.7039 6.8241 0.293
H 1.6434 -9.9860 1.1922 0.336
H -0.8008 0.8783 2.6324 0.444
H 4.5548 -9.7092 2.1939 0.347
H 0.0758 4.6826 0.7494 0.366
H -0.9576 3.8463 1.9605 0.387
H -1.6116 -3.0019 -1.9014 0.129
H 1.6160 1.0611 1.2775 0.292
H 3.7786 -11.1871 1.5578 0.412
H 3.9966 -4.8260 4.6558 0.740
```

- molecular weight (g/mol) = 680.5
- spin multiplicity = 5
- <S²> = 6.006
- gap between HOMO and LUMO (alpha / beta) (eV) = 3.2470 / 3.3120
- HOMO energy (alpha / beta) (eV) = -6.7778 / -6.8428
- net charge = +1
- LUMO level (alpha / beta) (eV) = -3.53 / -3.53



In order of appearance, max |F| = 6.699; 1.838; 3.485; 3.464; 3.716 eV/Å.